No. 1
Here is C4H8O2 in the gas phase from the Open Molecules 2025 dataset. Energies are from ωB97M-V/def2-TZVPD.

Values from the calculation:
lowest unoccupied orbital energy: 0.7 eV
total charge: 0
2S+1: 1
relative energy (zero: lowest compared OMol25 entry of this formula, charge and spin): 3.571 eV
gap between HOMO and LUMO: 9.49 eV

Structure (XYZ):
```
14
Properties=species:S:1:pos:R:3:forces:R:3:mulliken_charge:R:1
O -0.8427 1.2890 -1.0868 0.084 0.144 0.043 -0.515
O 1.5927 1.1637 0.2321 0.289 -0.289 -0.010 -0.366
C -0.6136 -0.1004 -1.1404 -0.019 -0.409 -0.112 -0.661
C 0.1505 -0.3141 1.2080 0.121 -0.003 0.111 -0.305
C 1.4586 -0.1413 0.4645 -0.174 0.270 0.345 -0.488
C -0.9001 -0.8102 0.1819 0.047 -0.065 -0.056 -0.391
H -1.1890 -0.4955 -1.9789 -0.147 0.047 0.148 0.393
H -0.8050 -1.8891 0.0250 0.088 0.088 0.010 0.303
H 0.3126 -1.0523 1.9996 -0.114 0.074 -0.090 0.333
H -1.9190 -0.6215 0.5434 0.251 0.044 -0.076 0.280
H 2.3662 1.2904 -0.3393 0.011 0.005 0.249 0.399
H 0.4462 -0.3380 -1.3518 -0.294 0.159 -0.360 0.396
H -0.1984 0.6240 1.6580 0.107 -0.024 -0.025 0.259
H -0.1519 1.6796 -0.5291 -0.250 -0.041 -0.177 0.363
```
Forces are in eV/Å.

No. 2
Here is a 2-piece molecular cluster, C4H8O2 overall from the Open Molecules 2025 dataset. Energies are from ωB97M-V/def2-TZVPD.

Values from the calculation:
lowest unoccupied orbital energy: 0.9 eV
total charge: 0
2S+1: 1
relative energy (zero: lowest compared OMol25 entry of this formula, charge and spin): 2.880 eV
structure (SMILES): C=COC.C=O
gap between HOMO and LUMO: 9.95 eV

Structure (XYZ):
```
14
Properties=species:S:1:pos:R:3:forces:R:3:mulliken_charge:R:1
O -2.5963 -1.4031 -0.5067 0.634 -0.204 0.140 -0.443
O 0.8134 0.4293 0.7750 -0.050 0.032 0.000 -0.321
C 2.0363 -0.1190 0.3271 0.292 -0.097 -0.074 -0.663
C -1.2232 1.3598 0.1216 -0.081 -0.033 -0.027 -0.687
C -1.4177 -1.4582 -0.2547 -0.525 -0.181 -0.101 -0.013
C 0.0134 0.9876 -0.1751 0.071 0.133 -0.090 -0.056
H 2.6109 0.6004 -0.2681 -0.088 -0.021 0.077 0.321
H -1.8889 1.7459 -0.6398 0.184 0.045 0.066 0.277
H -0.6607 -1.6761 -1.0426 -0.161 0.084 0.108 0.194
H -1.6259 1.1876 1.1165 0.097 0.119 -0.153 0.291
H 1.8914 -1.0308 -0.2681 -0.079 0.139 0.077 0.277
H -1.0060 -1.3279 0.7657 -0.181 -0.069 -0.139 0.258
H 2.6035 -0.3731 1.2231 -0.028 0.024 -0.127 0.243
H 0.4498 1.0775 -1.1742 -0.085 0.028 0.240 0.321
```
Forces are in eV/Å.

No. 3
Here is C4H8O2 in the gas phase in a non-equilibrium geometry from the Open Molecules 2025 dataset. Energies are from ωB97M-V/def2-TZVPD.

Values from the calculation:
lowest unoccupied orbital energy: 0.9 eV
total charge: 0
2S+1: 1
relative energy (zero: lowest compared OMol25 entry of this formula, charge and spin): 3.522 eV
structure (SMILES): OC[C@H]1C[C@H]1O
gap between HOMO and LUMO: 10.43 eV

Structure (XYZ):
```
14
Properties=species:S:1:pos:R:3:forces:R:3:mulliken_charge:R:1
O 2.4167 -0.5545 -0.0568 -0.281 -0.482 -1.967 -0.587
O -1.6994 -1.0459 -0.3842 -0.073 0.080 -0.003 -0.527
C -1.0729 -0.2567 0.5945 0.376 0.108 0.425 -0.060
C 0.3055 0.2790 0.3098 1.063 -0.160 0.689 -0.053
C 1.1652 -0.1013 -0.8431 1.686 -0.838 0.130 -0.378
C -0.8914 1.2144 0.3343 0.221 0.064 0.070 -0.753
H -1.3112 1.5801 -0.6069 0.340 -0.174 0.173 0.270
H -2.6563 -0.9276 -0.2844 0.357 -0.037 -0.095 0.312
H 1.5348 0.7335 -1.4436 -0.171 -0.146 0.102 0.225
H -0.9953 1.9126 1.1631 0.058 -0.176 -0.127 0.242
H 2.3089 -1.4959 0.1570 -0.029 0.345 -0.229 0.312
H 0.8469 -0.9282 -1.4750 -0.141 0.080 -0.039 0.266
H -1.2947 -0.5684 1.6162 0.101 0.059 -0.147 0.341
H 1.3433 0.1589 0.9192 -3.506 1.277 1.018 0.392
```
Forces are in eV/Å.

No. 4
Here is C4H8O2 in the gas phase from the Open Molecules 2025 dataset. Energies are from ωB97M-V/def2-TZVPD.

Values from the calculation:
lowest unoccupied orbital energy: 0.7 eV
total charge: 0
2S+1: 1
relative energy (zero: lowest compared OMol25 entry of this formula, charge and spin): 1.261 eV
structure (SMILES): C[C@H](C=O)CO
gap between HOMO and LUMO: 10.67 eV

Structure (XYZ):
```
14
Properties=species:S:1:pos:R:3:forces:R:3:mulliken_charge:R:1
O 0.4041 2.0164 -0.7693 0.032 0.234 0.124 -0.503
O -1.1001 -2.3103 0.7304 0.061 0.408 -0.383 -0.472
C -0.3060 -0.0909 0.2416 -0.032 0.008 0.062 0.572
C -0.9353 -1.4332 -0.0835 -0.023 -0.314 0.263 -0.170
C -0.2082 0.7731 -1.0135 -0.113 -0.358 -0.113 -0.757
C 1.0398 -0.2922 0.9419 0.053 -0.030 0.026 -1.293
H 1.7506 -0.7992 0.2787 -0.107 0.060 0.094 0.353
H 0.4098 0.2694 -1.7664 -0.031 0.056 0.099 0.349
H -1.2088 0.9023 -1.4554 0.097 0.002 0.069 0.339
H 1.4758 0.6705 1.2233 -0.070 -0.168 -0.024 0.323
H -1.2374 -1.5909 -1.1435 -0.009 0.001 0.116 0.335
H 0.8992 -0.9037 1.8370 0.074 0.087 -0.133 0.374
H 0.0103 2.3924 0.0266 0.022 0.073 -0.108 0.322
H -0.9939 0.3963 0.9520 0.047 -0.058 -0.092 0.226
```
Forces are in eV/Å.

No. 5
Here is C4H8O2 in the gas phase from the Open Molecules 2025 dataset. Energies are from ωB97M-V/def2-TZVPD.

Values from the calculation:
lowest unoccupied orbital energy: 0.8 eV
total charge: 0
2S+1: 1
relative energy (zero: lowest compared OMol25 entry of this formula, charge and spin): 1.794 eV
structure (SMILES): OC/C=C/CO
gap between HOMO and LUMO: 10.38 eV

Structure (XYZ):
```
14
Properties=species:S:1:pos:R:3:forces:R:3:mulliken_charge:R:1
O -1.8871 -0.8369 -1.4501 -0.021 0.208 -0.101 -0.535
O 1.6172 1.2861 1.3983 -0.134 0.168 0.032 -0.539
C 1.8193 0.7352 0.1144 0.117 -0.116 -0.252 -0.442
C -1.6617 -1.0220 -0.0694 0.000 -0.118 0.288 -0.483
C -0.3683 -0.4218 0.4122 0.094 0.081 -0.112 -0.285
C 0.6302 -0.0454 -0.3832 -0.142 0.001 0.118 -0.237
H 0.7773 1.7644 1.3603 0.187 -0.027 0.125 0.321
H 2.0557 1.5220 -0.6214 -0.030 -0.117 0.130 0.256
H -0.2818 -0.2473 1.4843 -0.064 -0.027 -0.131 0.397
H 0.5835 -0.2541 -1.4522 -0.002 0.075 0.155 0.395
H 2.7125 0.1054 0.1952 -0.132 0.017 -0.053 0.286
H -1.6871 -2.1049 0.0971 0.053 0.123 0.019 0.285
H -1.8257 0.1140 -1.6139 -0.033 -0.185 -0.093 0.318
H -2.4839 -0.5946 0.5285 0.108 -0.082 -0.126 0.263
```
Forces are in eV/Å.

No. 6
Here is C4H8O2 as an isolated structure in a non-equilibrium geometry from the Open Molecules 2025 dataset. Energies are from ωB97M-V/def2-TZVPD.

Values from the calculation:
lowest unoccupied orbital energy: 0.7 eV
total charge: 0
2S+1: 1
relative energy (zero: lowest compared OMol25 entry of this formula, charge and spin): 5.261 eV
gap between HOMO and LUMO: 10.81 eV

Structure (XYZ):
```
14
Properties=species:S:1:pos:R:3:forces:R:3:mulliken_charge:R:1
O -0.0721 -0.2321 -0.0249 -1.102 -3.013 0.192 -0.300
O -1.4320 1.5511 0.0035 -0.366 -5.156 -1.194 -0.632
C -1.2944 0.2620 -0.1191 1.277 4.732 2.861 0.817
C 1.0490 0.6587 -0.1043 3.671 -9.870 1.792 -0.622
C 2.3738 -0.2450 -0.0519 -0.379 7.643 6.143 -1.099
C -2.3751 -0.7778 -0.1249 -3.182 5.165 4.035 -1.066
H 0.7846 0.9605 -0.9238 -0.953 5.219 -8.929 0.517
H -2.0346 -1.7867 -0.1828 -0.503 -0.542 -1.188 0.359
H -3.1262 0.0558 -0.5698 0.512 -3.447 -0.208 0.327
H 2.4948 -0.8437 -0.8026 0.772 -3.702 -4.088 0.424
H 3.2455 0.5680 0.0665 -1.599 -1.676 -1.015 0.308
H 2.4482 -0.5994 0.9998 -0.374 -0.786 -1.012 0.304
H -3.0125 -0.7311 1.1583 2.400 -0.048 -3.710 0.240
H 0.9508 1.1597 0.6759 -0.174 5.482 6.322 0.422
```
Forces are in eV/Å.

No. 7
Here is a 2-piece molecular cluster, C4H8O2 overall in a non-equilibrium geometry from the Open Molecules 2025 dataset. Energies are from ωB97M-V/def2-TZVPD.

Values from the calculation:
lowest unoccupied orbital energy: 0.8 eV
total charge: 0
2S+1: 1
relative energy (zero: lowest compared OMol25 entry of this formula, charge and spin): 3.374 eV
structure (SMILES): CCC=O.C=O
gap between HOMO and LUMO: 10.20 eV

Structure (XYZ):
```
14
Properties=species:S:1:pos:R:3:forces:R:3:mulliken_charge:R:1
O -1.1042 -0.8549 -0.3559 0.269 -0.418 0.271 -0.536
O -0.1583 -1.4123 -2.9473 -0.005 0.390 -0.082 -0.459
C 0.5969 0.5820 0.4379 -0.638 -0.027 1.039 -0.434
C -0.2403 0.4697 1.8381 0.435 0.902 0.342 -1.048
C -0.0158 -0.7181 0.1690 -0.214 -0.554 -0.731 0.036
C -0.2264 -0.3452 -2.3973 0.278 0.000 -0.680 0.059
H -1.0010 1.2363 1.7472 0.076 0.293 0.404 0.317
H 0.6097 0.0644 -1.7903 -0.018 -0.117 -0.661 0.160
H 0.4609 0.5915 2.6477 -0.070 0.458 0.442 0.335
H -1.0885 0.3425 -2.4748 -0.001 -0.167 -0.174 0.231
H 0.2511 1.4292 -0.1720 -0.158 -0.481 0.349 0.317
H 0.5385 -1.5370 0.6592 -0.140 -0.352 -0.259 0.343
H 1.6946 0.6330 0.5349 -0.626 -0.350 0.335 0.324
H -0.8301 -0.4455 2.0796 0.813 0.422 -0.595 0.355
```
Forces are in eV/Å.

No. 8
Here is C4H8O2 in the gas phase from the Open Molecules 2025 dataset. Energies are from ωB97M-V/def2-TZVPD.

Values from the calculation:
lowest unoccupied orbital energy: 1.1 eV
total charge: 0
2S+1: 1
relative energy (zero: lowest compared OMol25 entry of this formula, charge and spin): 1.989 eV
structure (SMILES): C[C@@H](O)[C@H]1CO1
gap between HOMO and LUMO: 11.21 eV

Structure (XYZ):
```
14
Properties=species:S:1:pos:R:3:forces:R:3:mulliken_charge:R:1
O -0.9135 -1.5289 -0.3904 -0.146 0.067 -0.194 -0.531
O -1.2375 1.0312 -1.1231 -0.125 0.062 -0.079 -0.481
C 0.5564 -1.0748 1.4068 0.002 0.001 0.020 -1.406
C 0.1443 -0.6796 0.0002 0.260 0.175 0.161 0.410
C -0.3188 0.7774 -0.0629 0.050 -0.162 0.188 0.021
C 0.0434 1.6478 -1.1825 0.224 0.199 -0.124 -0.400
H -1.3770 -1.0627 -1.1035 0.001 -0.168 0.105 0.333
H -0.2843 -0.9277 2.0938 0.126 -0.004 -0.097 0.347
H 0.0387 2.7310 -1.0622 -0.006 -0.186 0.013 0.248
H 0.8296 -2.1333 1.4278 0.005 0.156 -0.004 0.339
H 0.7031 1.2672 -1.9637 -0.104 0.033 0.173 0.231
H -0.5973 1.2369 0.8885 0.001 -0.077 -0.178 0.353
H 1.0041 -0.8043 -0.6813 -0.180 -0.017 0.069 0.175
H 1.4089 -0.4801 1.7525 -0.107 -0.080 -0.053 0.363
```
Forces are in eV/Å.

No. 9
Here is C4H8O2 in the gas phase in a non-equilibrium geometry from the Open Molecules 2025 dataset. Energies are from ωB97M-V/def2-TZVPD.

Values from the calculation:
lowest unoccupied orbital energy: 0.8 eV
total charge: 0
2S+1: 1
relative energy (zero: lowest compared OMol25 entry of this formula, charge and spin): 4.850 eV
structure (SMILES): C[C@@]1(O)C[C@H]1O
gap between HOMO and LUMO: 8.21 eV

Structure (XYZ):
```
14
Properties=species:S:1:pos:R:3:forces:R:3:mulliken_charge:R:1
O 1.7837 0.0156 0.5054 0.320 -0.319 -0.499 -0.554
O -1.6631 -1.1827 0.8225 -0.882 -2.416 -0.889 -0.495
C 0.3869 0.3877 -1.4628 0.000 0.050 -0.240 -1.361
C 0.4710 0.0665 -0.0018 -0.033 0.567 -0.542 1.435
C -0.4564 0.6350 0.9249 1.174 0.874 0.468 -0.899
C -0.2570 -1.1388 0.5490 -1.115 2.072 2.055 -0.694
H -2.1848 -1.1626 0.0260 -0.271 -0.388 -0.685 0.318
H 1.0146 -0.3176 -2.0108 -0.063 0.088 -0.045 0.321
H -1.3849 1.1164 0.5747 0.389 -0.990 0.187 0.199
H 0.2848 -1.6741 1.3299 -0.189 0.273 -0.118 0.333
H 0.7314 1.4129 -1.6423 -0.041 -0.105 -0.058 0.398
H 2.1888 0.8497 0.2302 0.022 -0.195 0.205 0.353
H -0.2729 0.6916 1.9784 0.576 0.450 0.131 0.323
H -0.6422 0.3006 -1.8232 0.113 0.038 0.031 0.322
```
Forces are in eV/Å.

No. 10
Here is C4H8O2 in the gas phase from the Open Molecules 2025 dataset. Energies are from ωB97M-V/def2-TZVPD.

Values from the calculation:
lowest unoccupied orbital energy: 1.0 eV
total charge: 0
2S+1: 1
relative energy (zero: lowest compared OMol25 entry of this formula, charge and spin): 2.033 eV
structure (SMILES): C[C@H]1O[C@H]1CO
gap between HOMO and LUMO: 11.33 eV

Structure (XYZ):
```
14
Properties=species:S:1:pos:R:3:forces:R:3:mulliken_charge:R:1
O -2.6540 0.2520 -0.4991 -0.124 -0.066 0.082 -0.527
O 0.1561 -0.0559 1.5606 -0.058 0.088 0.232 -0.460
C 0.9181 -0.6455 0.5134 0.168 -0.088 -0.169 0.234
C 1.8301 0.2738 -0.2559 -0.008 0.066 0.007 -1.282
C -1.2527 0.4334 -0.4823 0.375 0.047 -0.093 -0.479
C -0.5409 -0.5555 0.4229 -0.190 -0.075 -0.241 -0.100
H -1.1265 -1.4551 0.6251 0.096 0.056 -0.061 0.414
H -0.9714 1.4568 -0.1888 -0.116 -0.199 -0.010 0.294
H 2.0637 -0.1392 -1.2432 -0.039 0.018 0.142 0.293
H 2.7707 0.4170 0.2850 -0.113 -0.029 -0.067 0.351
H -2.9618 0.1013 0.3991 -0.034 0.111 0.068 0.303
H 1.3430 -1.6189 0.7701 -0.072 0.167 -0.008 0.404
H 1.3624 1.2529 -0.3862 0.080 -0.122 -0.017 0.330
H -0.9367 0.2831 -1.5207 0.033 0.027 0.137 0.227
```
Forces are in eV/Å.

No. 11
Here is C4H8O2 in the gas phase from the Open Molecules 2025 dataset. Energies are from ωB97M-V/def2-TZVPD.

Values from the calculation:
lowest unoccupied orbital energy: 0.9 eV
total charge: 0
2S+1: 1
relative energy (zero: lowest compared OMol25 entry of this formula, charge and spin): 1.317 eV
structure (SMILES): O[C@@H]1CCOC1
gap between HOMO and LUMO: 10.60 eV

Structure (XYZ):
```
14
Properties=species:S:1:pos:R:3:forces:R:3:mulliken_charge:R:1
O 1.7625 1.1713 -0.0281 0.102 0.362 0.096 -0.539
O -1.4679 -0.0663 0.8152 -0.090 0.015 0.069 -0.386
C 0.7997 0.1963 0.2784 0.063 -0.127 0.146 0.295
C 0.0772 -0.3633 -0.9320 -0.116 -0.109 -0.220 -0.758
C -0.3580 0.7813 1.0838 0.247 0.212 0.018 -0.518
C -1.1403 -0.9561 -0.2499 -0.051 -0.266 -0.204 -0.424
H -2.0077 -1.0561 -0.9041 0.026 -0.012 0.065 0.294
H 2.1936 0.8875 -0.8342 0.270 0.074 -0.133 0.314
H 0.6597 -1.0973 -1.4977 -0.059 -0.004 0.162 0.382
H -0.1722 0.8192 2.1639 -0.033 -0.096 -0.205 0.273
H 1.2696 -0.6218 0.8466 -0.106 0.032 -0.086 0.203
H -0.1960 0.4450 -1.6224 0.007 -0.004 0.229 0.318
H -0.5419 1.8066 0.7306 -0.069 -0.160 0.029 0.281
H -0.8782 -1.9464 0.1498 -0.192 0.083 0.031 0.267
```
Forces are in eV/Å.

No. 12
Here is C4H8O2 in the gas phase from the Open Molecules 2025 dataset. Energies are from ωB97M-V/def2-TZVPD.

Values from the calculation:
lowest unoccupied orbital energy: 0.6 eV
total charge: 0
2S+1: 1
relative energy (zero: lowest compared OMol25 entry of this formula, charge and spin): 4.865 eV
gap between HOMO and LUMO: 8.87 eV

Structure (XYZ):
```
14
Properties=species:S:1:pos:R:3:forces:R:3:mulliken_charge:R:1
O 1.9992 -1.0117 0.5662 -0.427 -0.336 0.191 -0.071
O -1.1197 -0.4636 -0.2674 0.139 -0.123 0.062 -0.302
C -0.2082 -0.0960 0.7417 0.067 0.093 0.286 -0.030
C 2.2707 -0.1320 -0.5529 -0.068 0.117 -0.297 -0.659
C 0.8152 -1.2117 1.0695 0.223 0.317 -0.066 -0.573
C -2.3077 0.2903 -0.1558 -0.305 0.144 0.000 -0.679
H 0.2297 0.8925 0.5070 0.006 -0.183 0.059 0.236
H 3.3143 -0.3098 -0.8036 -0.114 0.055 -0.014 0.276
H -2.1058 1.3753 -0.1686 0.019 -0.235 -0.041 0.291
H -2.8373 0.0533 0.7809 0.115 0.023 -0.185 0.288
H 2.1056 0.9247 -0.3357 0.065 -0.201 0.115 0.273
H 1.6160 -0.4610 -1.3585 0.149 0.227 -0.128 0.322
H -2.9522 0.0410 -1.0032 0.166 -0.005 0.133 0.249
H -0.7295 -0.0032 1.7070 -0.033 0.108 -0.115 0.378
```
Forces are in eV/Å.

Question: Which value of total charge does entry 7 give?
Answer: 0

Question: Which value of lowest unoccupied orbital energy does entry 1 give?
Answer: 0.7 eV